{
  "formula": "C2H6N2O2",
  "method": "ωB97M-V with the def2-TZVPD basis set",
  "species": ["C", "N", "O", "H", "H", "H", "C", "N", "O", "H", "H", "H"],
  "xyz": [[-1.942, -0.722, 0.158], [-1.725, 0.525, -0.431], [-1.402, 1.454, 0.319], [-1.431, -1.320, -0.728], [-2.963, -1.057, 0.163], [-1.537, -0.827, 1.218], [1.965, 0.693, -0.097], [1.168, -0.473, -0.094], [1.652, -1.609, -0.187], [1.310, 1.474, -0.716], [2.951, 0.683, -0.527], [1.955, 1.178, 0.923]],
  "atomic_forces_ev_per_a": [[2.1, -2.5, 0.0], [-0.1, 4.1, 0.7], [-0.5, -2.1, -1.2], [-0.7, 0.2, 2.4], [-0.7, 0.3, -0.4], [-0.2, 0.0, -1.5], [-0.9, 3.3, -0.7], [-0.8, -3.4, 0.4], [-0.1, 3.1, 0.0], [1.3, -1.6, 1.2], [0.6, -0.5, 0.0], [0.0, -0.8, -0.8]],
  "homo_energy_ha": -0.337,
  "total_charge": 0,
  "e_lumo_ev": -0.3,
  "e_tot_ha": -339.5802,
  "homo_lumo_gap_ev": 8.9
}